Density functional theory data (ωB97M-V/def2-TZVPD) for a cluster of 2 separate species, C21H36N4O7P3S in total.

The net charge is -1. The calculation puts the energy at -81342.02276 eV. Its frontier orbital gap is 1.812 eV.

Each line ends with the Mulliken charge.
CARTESIAN COORDINATES (ANGSTROEM)
S  5.049  5.185  3.758  -0.367
P  3.464  4.233  4.474  0.000
P  4.723  0.988  3.041  0.772
P  2.645  -0.630  0.719  0.086
O  0.713  6.453  3.524  -0.552
O  5.815  1.953  3.990  -0.475
O  -1.955  0.748  2.957  -0.387
O  5.632  0.521  1.588  -0.492
O  -1.993  4.044  0.197  -0.564
O  2.112  -1.791  1.952  -0.490
O  -0.505  -2.928  -2.168  -0.781
N  4.308  -0.325  3.949  -0.626
N  -1.120  4.949  2.484  0.004
N  1.734  -1.088  -0.742  -0.399
N  -1.106  -3.269  -3.371  0.419
C  2.503  3.258  3.131  0.112
C  -2.421  0.816  4.361  -0.639
C  0.183  3.140  1.485  0.172
C  -1.803  3.422  4.555  -0.058
C  -2.155  4.667  3.550  -0.799
C  -0.240  -3.550  -5.716  -1.273
C  3.085  1.834  2.556  0.356
C  -2.603  -2.715  -5.229  -1.425
C  -1.976  -2.207  -3.906  1.744
C  0.299  5.295  2.982  0.230
C  -0.261  -4.087  -4.261  1.466
C  0.686  1.704  0.877  -0.373
C  -1.599  -3.158  -6.286  -0.597
C  -1.152  4.055  1.235  0.165
C  2.119  1.066  1.428  0.199
C  -3.156  -1.980  -2.923  -1.808
C  1.231  -4.253  -3.851  -1.803
C  -0.903  -5.491  -4.234  -1.714
C  -3.055  2.322  4.704  -0.551
C  1.096  3.914  2.603  -0.089
C  -1.285  -0.845  -4.147  -1.351
H  -1.590  3.818  5.655  0.370
H  -2.005  -0.113  -4.538  0.378
H  -3.258  -3.568  -5.009  0.306
H  -3.353  2.294  5.851  0.288
H  -2.829  -1.521  -1.982  0.291
H  -1.454  -2.355  -7.019  0.321
H  0.417  -2.673  -5.769  0.331
H  -2.203  5.644  4.233  0.249
H  -2.023  -4.000  -6.846  0.336
H  -0.361  -6.191  -4.882  0.368
H  5.880  -0.456  1.751  0.371
H  -3.160  -0.052  4.655  0.283
H  1.340  -4.695  -2.855  0.333
H  -0.895  -5.911  -3.223  0.375
H  3.838  3.385  5.612  0.111
H  0.796  -0.636  -0.806  0.120
H  -3.655  -2.927  -2.681  0.417
H  5.388  2.029  4.896  0.287
H  -3.264  -1.952  -5.662  0.524
H  0.220  -4.290  -6.389  0.536
H  -1.944  -5.474  -4.572  0.331
H  1.760  -3.293  -3.863  0.378
H  1.513  -2.120  -0.610  0.321
H  -3.209  4.577  3.045  0.415
H  4.796  -0.199  4.887  0.181
H  -0.005  1.190  0.072  0.094
H  -0.879  -0.424  -3.221  0.084
H  -2.733  1.015  2.354  0.300
H  -0.866  2.789  4.248  0.108
H  -0.464  -0.902  -4.868  0.304
H  1.151  -1.529  2.104  0.319
H  -1.451  0.730  5.040  0.283
H  2.517  5.205  5.034  0.124
H  -3.911  -1.315  -3.361  0.379
H  -3.967  2.594  4.001  0.298
H  1.754  -4.922  -4.547  0.378

=====

Density functional theory data (ωB97M-V/def2-TZVPD) for a structure of composition C21H37BEuN11O7S.

The net charge is 0. The value obtained for the relative energy (zero: lowest compared OMol25 entry of this formula, charge and spin) is 156.9 kJ/mol. The calculation puts the energy at -83940.84320 eV. Its frontier orbital gap (spin up / spin down) is 5.967 / 6.524 eV. As for the multiplicity: 7.

Each line ends with the Mulliken charge.
CARTESIAN COORDINATES (ANGSTROEM)
Eu  -1.069  -1.035  -0.438  1.438
S  0.504  -1.431  -3.081  1.459
O  1.859  -1.815  -3.334  -0.641
O  -0.341  -2.429  -2.381  -0.692
O  -3.476  -4.311  1.471  -0.586
O  -2.102  -2.736  0.655  -0.250
O  -4.142  0.345  -2.984  -0.671
O  0.267  -0.189  -2.218  -0.489
O  -3.317  -1.386  -1.832  -0.589
N  -1.513  2.671  -1.077  -0.428
N  -2.623  0.667  -1.306  -0.098
N  1.265  -2.255  0.992  0.832
N  2.776  2.209  0.225  -0.936
N  2.646  0.812  0.370  1.637
N  0.899  0.712  2.232  0.446
N  -3.435  -0.152  -2.092  1.086
N  -3.785  2.745  -1.666  -0.475
N  -0.344  1.993  -0.643  0.295
N  2.101  -1.422  1.754  -0.428
N  -0.420  0.297  2.079  -0.180
C  0.216  -5.356  1.582  -1.230
C  2.740  -3.523  2.123  -1.203
C  -1.233  1.193  2.702  0.176
C  0.923  1.850  3.061  -0.431
C  -0.389  2.150  3.329  -1.167
C  -0.270  -1.256  -4.690  -1.208
C  -3.201  -0.303  2.974  -0.923
C  2.874  4.033  -3.119  -1.291
C  3.018  0.193  -0.781  -0.557
C  1.684  -3.518  1.143  -0.205
C  3.007  -2.245  2.435  -0.507
C  3.292  1.173  -1.733  -0.997
C  2.389  4.872  -0.740  -1.202
C  3.081  2.441  -1.055  -0.026
C  -3.554  2.194  3.432  -1.616
C  3.164  3.855  -1.629  0.866
C  -2.757  1.126  2.584  1.499
C  1.141  -4.806  0.546  0.769
C  0.588  -4.769  -0.872  -1.324
C  -3.162  -3.379  0.742  -0.020
C  -2.639  2.015  -1.436  0.455
B  2.248  0.133  1.701  -0.433
H  0.138  -2.032  -5.265  0.483
H  0.263  1.845  -1.412  0.090
H  3.485  4.891  -3.511  0.371
H  1.373  4.465  -0.533  0.069
H  1.789  4.215  -3.309  0.253
H  -2.806  -1.011  2.227  -0.122
H  3.507  0.958  -2.797  0.290
H  0.086  2.409  0.188  0.091
H  -3.989  -2.866  0.181  0.223
H  0.744  -5.674  2.528  0.354
H  3.085  -0.867  -0.933  0.656
H  3.632  -1.779  3.144  0.526
H  -0.266  -6.296  1.273  0.414
H  -4.641  2.141  3.153  0.417
H  -4.302  -0.517  2.933  0.376
H  0.042  -0.261  -5.111  0.313
H  -1.572  3.677  -1.024  0.191
H  -4.600  2.291  -2.086  0.254
H  1.848  2.329  3.321  0.514
H  3.221  -4.386  2.569  0.465
H  -1.336  -1.406  -4.539  0.292
H  0.808  -5.784  -1.222  0.473
H  -3.116  1.209  1.553  -0.454
H  2.008  -5.487  0.446  0.281
H  2.855  4.962  0.237  0.329
H  -0.520  -4.623  -0.915  0.065
H  2.077  5.762  -1.244  0.451
H  -3.459  1.885  4.511  0.311
H  1.101  -4.059  -1.507  0.211
H  -2.756  -0.533  3.948  0.370
H  -0.631  -4.593  1.756  0.087
H  3.154  3.114  -3.676  0.294
H  -3.200  3.243  3.272  0.375
H  -3.668  3.760  -1.877  0.218
H  4.251  4.132  -1.502  0.220
H  -0.688  3.133  3.710  0.292
H  3.174  0.390  2.487  -0.196

=====

Density functional theory data (ωB97M-V/def2-TZVPD) for a cluster of 3 separate species, C21H37F3O13P2 in total.

The net charge is 0. The calculation puts the energy at -75718.30582 eV. Its frontier orbital gap is 7.734 eV.

Each line ends with the Mulliken charge.
CARTESIAN COORDINATES (ANGSTROEM)
P  -3.484  -5.152  1.845  1.161
P  -2.288  4.385  -1.314  1.163
F  4.963  -1.733  -2.951  -0.231
F  3.231  -3.072  -2.322  -0.251
F  5.213  -3.299  -1.209  -0.231
O  1.864  -2.664  0.353  -0.537
O  -4.124  -4.817  3.199  -0.686
O  9.696  0.524  -1.114  -0.522
O  -1.807  4.443  0.277  -0.285
O  2.775  -0.676  1.308  -0.235
O  -3.108  5.827  -1.412  -0.387
O  -2.775  -5.663  0.375  -0.439
O  -2.626  -3.734  1.718  -0.290
O  -4.829  -4.747  0.957  -0.378
O  7.510  0.928  -0.388  -0.361
O  -0.878  5.261  -1.728  -0.433
O  2.569  1.654  0.761  -0.496
O  -3.546  3.544  -1.058  -0.686
C  8.872  -1.286  0.323  -0.657
C  -1.779  -3.317  2.781  -0.380
C  6.585  0.236  -1.283  0.112
C  4.361  -2.339  -1.806  0.802
C  -1.676  3.241  1.025  -0.511
C  -5.494  6.066  -1.433  -1.117
C  -0.399  -3.924  2.642  -0.696
C  -4.241  5.911  -2.273  -0.349
C  -6.975  -4.188  1.868  -1.119
C  -2.745  -4.798  -0.763  -0.110
C  5.157  0.976  -1.426  -0.687
C  4.079  0.121  -0.619  0.465
C  -0.298  2.640  0.845  -0.818
C  3.064  0.518  0.549  0.346
C  8.711  0.109  -0.442  0.645
C  -0.508  6.437  -1.005  -0.134
C  2.647  -1.704  0.294  0.119
C  3.759  -1.278  -0.769  0.154
C  -6.089  -5.297  1.334  -0.351
C  -1.307  -4.611  -1.203  -0.967
C  0.888  6.252  -0.442  -0.971
H  -1.222  -3.775  -1.903  0.326
H  -2.204  -3.563  3.757  0.334
H  -3.323  -5.274  -1.561  0.373
H  -0.210  1.702  1.397  0.430
H  7.088  0.077  -2.314  0.303
H  -1.205  6.671  -0.200  0.322
H  -0.939  -5.513  -1.702  0.335
H  0.240  -3.624  3.476  0.416
H  -6.514  -3.689  2.722  0.272
H  0.472  3.325  1.209  0.175
H  5.272  2.008  -0.949  0.323
H  -7.130  -3.423  1.102  0.290
H  -1.831  3.496  2.077  0.275
H  1.008  5.266  0.008  0.098
H  0.074  -3.597  1.714  -0.035
H  -0.452  -5.017  2.610  0.275
H  1.105  7.014  0.312  0.326
H  -0.087  2.451  -0.213  0.251
H  -2.444  2.511  0.756  0.350
H  -5.611  5.229  -0.741  0.272
H  -4.112  6.789  -2.912  0.350
H  -0.650  -4.427  -0.353  0.069
H  -1.708  -2.227  2.729  0.286
H  -6.384  6.125  -2.065  0.377
H  7.998  -2.003  0.078  0.166
H  1.635  6.334  -1.237  0.323
H  -5.435  6.972  -0.823  0.289
H  6.436  -0.819  -0.848  -0.177
H  -6.542  -5.739  0.444  0.351
H  4.884  1.131  -2.534  0.331
H  -3.202  -3.828  -0.565  0.323
H  -5.969  -6.093  2.075  0.327
H  8.956  -1.182  1.466  0.252
H  -4.311  5.035  -2.924  0.327
H  -7.949  -4.580  2.174  0.377
H  9.819  -1.820  -0.049  0.294
H  -0.521  7.279  -1.703  0.373

=====

Q: Number 3 is which compound?
A: C21H37F3O13P2